Formula: CH2N4O2
Source: the OMol25 dataset
Level of theory: ωB97M-V with the def2-TZVPD basis set

XYZ file:
```
9
Properties=species:S:1:pos:R:3
O 0.21 0.94 -0.74
C 0.08 0.68 0.63
O -0.13 -0.59 1.13
N 1.08 1.31 1.32
N 0.69 2.24 1.98
N -0.76 2.43 1.83
N -1.24 1.61 1.13
H -0.63 0.87 -1.22
H -1.05 -0.95 0.78
```

HOMO-LUMO gap: 9.15 eV
SMILES: OC1(O)N=NN=N1
largest force on an atom: 4.453 eV/Å